Here is the molecule C4H11N3 at a distorted geometry from the Open Molecules 2025 dataset. Energies are from ωB97M-V with the def2-TZVPD basis set.

Summary:
- strongest force on any atom (eV/A) = 2.45
- SMILES string = N/C=C(\N)CCN
- E_HOMO (eV) = -7.74
- molecular weight (g/mol) = 101.15
- E_LUMO (eV) = 1.08

Bonds (Å) are listed after each position.
CARTESIAN COORDINATES (ANGSTROEM)
1 C 1.807 0.422 -0.541  C2 1.563, N7 1.467, H8 1.116, H9 1.094
2 C 0.938 -0.821 -0.166  C1 1.563, C3 1.515, H10 1.078, H11 1.100
3 C -0.477 -0.407 0.185  C2 1.515, C4 1.335, N6 1.392
4 C -0.849 -0.270 1.459  C3 1.335, N5 1.424, H12 1.096
5 N -2.181 0.050 1.850  C4 1.424, H13 1.011, H14 1.018
6 N -1.300 0.002 -0.861  C3 1.392, H15 1.016, H16 1.012
7 N 1.411 0.911 -1.866  C1 1.467, H17 1.013, H18 1.014
8 H 1.914 1.242 0.209  C1 1.116
9 H 2.802 -0.029 -0.611  C1 1.094
10 H 1.388 -1.345 0.661  C2 1.078
11 H 0.811 -1.378 -1.106  C2 1.100
12 H -0.171 -0.453 2.301  C4 1.096
13 H -2.204 0.514 2.749  N5 1.011
14 H -2.722 -0.797 2.014  N5 1.018
15 H -1.240 -0.575 -1.695  N6 1.016
16 H -2.296 0.052 -0.691  N6 1.012
17 H 0.422 1.129 -1.849  N7 1.013
18 H 1.945 1.754 -2.043  N7 1.014

Löwdin population analysis, charges in e, atoms 1 to 4: -0.282, -0.140, -0.377, -0.196



Here is the molecule C4H11N3 at a distorted geometry from the Open Molecules 2025 dataset. Energies are from ωB97M-V with the def2-TZVPD basis set.

Summary:
- strongest force on any atom (eV/A) = 1.93
- SMILES string = CC(C)Cn1[nH][nH]1
- E_HOMO (eV) = -9.12
- molecular weight (g/mol) = 101.15
- E_LUMO (eV) = 0.94

Bonds (Å) are listed after each position.
CARTESIAN COORDINATES (ANGSTROEM)
1 C 0.881 0.463 0.194  C2 1.534, C3 1.529, C4 1.528, H10 1.096
2 C 0.270 -0.481 -0.850  C1 1.534, N5 1.449, H11 1.093, H12 1.107
3 C -0.081 1.593 0.564  C1 1.529, H13 1.089, H14 1.091, H16 1.089
4 C 1.307 -0.318 1.436  C1 1.528, H15 1.088, H17 1.088, H18 1.089
5 N -0.911 -1.144 -0.333  C2 1.449, N6 1.407, N7 1.382
6 N -1.695 -1.922 -1.205  N5 1.407, N7 1.566, H8 1.033
7 N -2.160 -0.587 -0.530  N5 1.382, N6 1.566, H9 1.038
8 H -1.561 -1.644 -2.191  N6 1.033
9 H -2.112 0.236 -1.161  N7 1.038
10 H 1.770 0.902 -0.272  C1 1.096
11 H 0.982 -1.273 -1.097  C2 1.093
12 H 0.033 0.076 -1.777  C2 1.107
13 H 0.398 2.280 1.260  C3 1.089
14 H -0.378 2.162 -0.317  C3 1.091
15 H 0.443 -0.796 1.891  C4 1.088
16 H -0.975 1.195 1.041  C3 1.089
17 H 1.762 0.349 2.166  C4 1.088
18 H 2.028 -1.093 1.179  C4 1.089

Löwdin population analysis, charges in e, atoms 1 to 4: -0.422, -0.196, -0.085, -0.083



Here is the molecule C4H11N3 at a distorted geometry from the Open Molecules 2025 dataset. Energies are from ωB97M-V with the def2-TZVPD basis set.

Summary:
- strongest force on any atom (eV/A) = 1.65
- SMILES string = [H]/N=C/CN(N)CC
- E_HOMO (eV) = -8.30
- molecular weight (g/mol) = 101.15
- E_LUMO (eV) = 1.12

Bonds (Å) are listed after each position.
CARTESIAN COORDINATES (ANGSTROEM)
1 C -1.087 0.053 0.712  C2 1.524, N4 1.458, H5 1.100, H6 1.092
2 C -2.270 1.000 0.546  C1 1.524, H9 1.093, H10 1.083, H11 1.086
3 C 0.537 -1.157 -0.697  N4 1.453, H7 1.094, H8 1.095, C13 1.521
4 N -0.349 -0.016 -0.544  C1 1.458, C3 1.453, N12 1.469
5 H -1.435 -0.961 0.960  C1 1.100
6 H -0.461 0.393 1.539  C1 1.092
7 H 0.001 -2.071 -0.424  C3 1.094
8 H 0.848 -1.197 -1.747  C3 1.095
9 H -2.925 0.630 -0.247  C2 1.093
10 H -1.917 1.993 0.296  C2 1.083
11 H -2.839 1.054 1.469  C2 1.086
12 N 0.454 1.207 -0.683  N4 1.469, H15 1.020, H16 1.029
13 C 1.776 -0.959 0.163  C3 1.521, N14 1.263, H18 1.099
14 N 2.909 -0.855 -0.385  C13 1.263, H17 1.021
15 H 1.404 1.064 -1.028  N12 1.020
16 H 0.045 1.784 -1.430  N12 1.029
17 H 3.704 -0.875 0.257  N14 1.021
18 H 1.605 -1.085 1.241  C13 1.099

Löwdin population analysis, charges in e, atoms 1 to 4: -0.288, -0.097, -0.196, -0.238



Here is a cluster of 2 separate species, C4H11N3 in total at a distorted geometry from the Open Molecules 2025 dataset. Energies are from ωB97M-V with the def2-TZVPD basis set.

Summary:
- strongest force on any atom (eV/A) = 5.66
- E_HOMO (alpha / beta) (eV) = -18.89 / -18.89
- molecular weight (g/mol) = 101.15
- net charge = +2
- E_LUMO (alpha / beta) (eV) = -11.96 / -11.96

Bonds (Å) are listed after each position.
CARTESIAN COORDINATES (ANGSTROEM)
1 C -0.450 0.596 -0.358  C2 1.495, N6 1.275, N7 1.381
2 C -0.337 2.082 -0.469  C1 1.495, H8 1.089, H9 1.191, H10 1.093
3 C -1.766 -1.414 0.260  N6 1.480, H11 1.105, H12 0.990, H13 1.150
4 C 2.243 -0.734 0.956  H14 1.060, H15 0.999, H16 1.186
5 N 0.619 -0.290 -2.244  N7 1.204, H17 1.102
6 N -1.422 0.026 0.239  C1 1.275, C3 1.480, H18 0.981
7 N 0.525 -0.083 -1.061  C1 1.381, N5 1.204
8 H -0.876 2.764 0.188  C2 1.089
9 H 0.786 2.478 -0.498  C2 1.191
10 H -0.496 2.161 -1.548  C2 1.093
11 H -1.817 -1.743 1.314  C3 1.105
12 H -1.127 -1.954 -0.267  C3 0.990
13 H -2.847 -1.631 -0.069  C3 1.150
14 H 3.131 -0.617 0.390  C4 1.060
15 H 1.589 -1.481 0.838  C4 0.999
16 H 2.148 -0.135 1.975  C4 1.186
17 H 1.386 -1.009 -2.577  N5 1.102
18 H -2.041 0.638 0.691  N6 0.981

Löwdin population analysis, charges in e, atoms 1 to 4: -0.306, 0.049, 0.041, 0.511



Here is a cluster of 2 separate species, C4H11N3 in total at a distorted geometry from the Open Molecules 2025 dataset. Energies are from ωB97M-V with the def2-TZVPD basis set.

Summary:
- strongest force on any atom (eV/A) = 4.41
- E_HOMO (eV) = -17.80
- molecular weight (g/mol) = 101.15
- net charge = +2
- E_LUMO (eV) = -8.59

Bonds (Å) are listed after each position.
CARTESIAN COORDINATES (ANGSTROEM)
1 C 1.046 -1.731 0.206  N5 1.426, N6 1.283
2 C -1.374 0.355 0.737  N7 1.296, H8 1.031, H9 1.078
3 C 3.178 -0.953 -0.718  N5 1.320, H10 1.079, H11 1.172
4 C -2.103 2.342 -0.516  N7 1.451, H12 1.090, H13 1.054, H14 1.113
5 N 2.024 -1.586 -0.822  C1 1.426, C3 1.320, H15 0.972
6 N 1.157 -2.706 1.034  C1 1.283, H16 1.033, H17 0.943
7 N -1.492 1.638 0.596  C2 1.296, C4 1.451, H18 1.060
8 H -1.502 -0.304 -0.046  C2 1.031
9 H -0.733 -0.065 1.496  C2 1.078
10 H 3.727 -0.434 -1.489  C3 1.079
11 H 3.523 -0.668 0.365  C3 1.172
12 H -1.339 3.068 -0.794  C4 1.090
13 H -2.571 1.796 -1.287  C4 1.054
14 H -3.028 2.937 -0.343  C4 1.113
15 H 1.669 -1.660 -1.723  N5 0.972
16 H 0.489 -2.803 1.815  N6 1.033
17 H 1.972 -3.174 1.112  N6 0.943
18 H -1.377 2.263 1.445  N7 1.060

Löwdin population analysis, charges in e, atoms 1 to 4: -0.053, 0.169, 0.204, -0.014



Here is the ion C4H11N3 with charge +2 at a distorted geometry from the Open Molecules 2025 dataset. Energies are from ωB97M-V with the def2-TZVPD basis set.

Summary:
- strongest force on any atom (eV/A) = 4.87
- SMILES string = C[N@@H+]1CNC(=[NH2+])C1
- E_HOMO (eV) = -20.07
- molecular weight (g/mol) = 101.15
- net charge = +2
- E_LUMO (eV) = -8.14

Bonds (Å) are listed after each position.
CARTESIAN COORDINATES (ANGSTROEM)
1 C 0.242 -1.385 -0.108  C2 1.658, N5 1.304, N6 1.293
2 C 0.331 -0.225 1.073  C1 1.658, N7 1.465, H8 1.046, H9 1.140
3 C 0.474 0.695 -1.069  N5 1.412, N7 1.536, H10 1.095, H11 1.112
4 C -1.193 1.738 0.519  N7 1.529, H12 1.041, H13 1.079, H14 1.075
5 N 0.173 -0.677 -1.201  C1 1.304, C3 1.412, H15 0.993
6 N 0.394 -2.657 0.066  C1 1.293, H16 1.015, H17 1.058
7 N 0.174 1.063 0.392  C2 1.465, C3 1.536, C4 1.529, H18 0.972
8 H -0.393 -0.450 1.794  C2 1.046
9 H 1.393 -0.428 1.435  C2 1.140
10 H 1.560 0.765 -1.191  C3 1.095
11 H -0.151 1.166 -1.859  C3 1.112
12 H -2.034 1.149 0.349  C4 1.041
13 H -1.297 2.414 1.353  C4 1.079
14 H -1.298 2.383 -0.334  C4 1.075
15 H -0.100 -0.825 -2.144  N5 0.993
16 H 0.700 -3.127 0.911  N6 1.015
17 H 0.205 -3.268 -0.777  N6 1.058
18 H 0.821 1.669 0.789  N7 0.972

Löwdin population analysis, charges in e, atoms 1 to 4: -0.204, 0.055, -0.029, 0.078